Below is a structure of composition C39H51N4O9SiV, with properties calculated with ωB97M-V/def2-TZVPD.

Geometry as XYZ:
```
105
Properties=species:S:1:pos:R:3:forces:R:3
V 0.110 -1.584 0.137 0.61 1.36 -0.13
Si -2.138 0.819 0.417 0.12 -0.15 0.22
O -2.467 0.417 1.948 -0.14 0.06 0.19
O -3.418 0.787 -0.568 -0.24 -0.12 0.02
O 0.641 -4.114 2.324 0.20 0.14 -0.48
O -1.366 2.256 0.366 0.19 0.19 -0.28
O 0.359 -1.040 1.967 0.84 0.53 -0.41
O -1.022 -0.317 -0.062 -2.07 2.08 -0.53
O 3.865 -2.638 0.287 0.03 -0.01 0.14
O 1.497 1.397 2.594 -0.26 0.19 -0.25
O 1.037 -3.010 0.394 1.13 -2.83 1.33
N 1.992 1.107 -1.539 -0.38 -0.16 0.04
N -0.888 -2.587 -1.507 -0.51 -0.27 -0.74
N 1.837 -2.220 -2.388 0.06 0.46 0.23
N 1.557 0.956 1.259 0.03 -0.54 -0.07
C 2.961 1.583 -0.733 -0.04 0.13 0.17
C 2.766 1.566 0.674 0.06 -0.17 0.23
C -2.807 4.168 -0.063 -0.06 0.01 0.21
C 2.596 -2.735 2.228 0.03 0.42 -0.67
C -5.613 1.483 0.221 0.15 0.09 0.08
C -1.516 3.461 -0.445 -0.19 0.00 0.09
C 3.684 2.098 1.520 0.21 0.08 0.23
C -0.473 -2.811 -2.772 0.16 -0.20 0.47
C 0.985 -3.017 -3.014 -0.22 0.01 0.00
C -2.769 0.980 3.241 0.03 0.13 0.04
C -1.496 0.980 4.084 0.06 -0.14 -0.08
C -2.199 -2.727 -1.235 0.55 0.02 -0.24
C 3.366 1.654 -3.428 -0.02 -0.07 -0.29
C 1.322 -3.364 1.681 0.12 -0.36 0.41
C 5.103 -2.902 2.248 -0.10 0.16 0.00
C -3.134 -3.018 -2.201 -0.31 -0.15 -0.05
C -3.294 2.410 3.135 0.01 -0.01 -0.13
C -0.319 4.332 -0.117 0.18 0.05 0.11
C 3.138 -2.401 -2.601 -0.04 0.18 0.13
C 2.782 -1.218 1.818 -0.49 -0.49 -0.25
C 3.990 -1.329 0.848 -0.07 -0.05 0.21
C 1.392 -4.065 -3.831 0.03 -0.05 -0.08
C 2.197 1.149 -2.831 -0.41 -0.02 -0.07
C -3.798 0.069 3.888 -0.12 -0.08 -0.01
C -5.001 -0.929 0.205 0.19 -0.04 -0.01
C 3.643 -3.406 -3.409 0.11 -0.04 -0.06
C -1.556 3.125 -1.926 -0.36 -0.27 0.07
C 1.446 -0.653 1.297 0.75 0.17 0.15
C 4.345 2.147 -2.626 0.25 0.11 0.11
C 5.261 -1.458 1.696 0.01 -0.09 0.02
C 4.165 2.135 -1.225 -0.02 -0.01 0.04
C -4.821 0.408 -0.507 0.06 0.02 -0.02
C -2.724 -3.101 -3.519 0.03 -0.02 -0.13
C 3.825 -3.361 1.527 0.02 0.30 0.06
C 4.876 2.658 1.013 0.14 0.04 0.21
C 2.750 -4.267 -4.022 -0.08 -0.04 -0.05
C 5.119 2.665 -0.324 0.15 0.05 -0.16
C -5.273 0.319 -1.953 0.05 0.02 -0.15
C -1.375 -2.998 -3.805 -0.13 -0.07 -0.15
H 2.590 -2.906 3.298 0.03 0.06 0.11
H 6.037 3.090 -0.717 -0.09 -0.05 0.02
H 3.495 2.100 2.585 0.14 0.01 -0.13
H 5.598 3.081 1.703 -0.11 -0.06 -0.06
H 1.377 0.800 -3.455 0.12 -0.09 0.05
H -2.914 5.081 -0.653 -0.02 -0.06 0.05
H -0.987 0.016 3.969 0.00 0.15 0.02
H 5.948 -3.530 1.978 0.03 -0.01 0.00
H -4.332 2.438 2.798 0.10 0.02 -0.03
H -0.647 2.617 -2.212 0.39 -0.20 -0.17
H 5.329 -0.697 2.474 0.01 -0.02 0.00
H -4.416 -0.950 1.127 -0.10 0.00 -0.01
H -0.381 5.276 -0.666 0.04 -0.11 0.07
H -4.679 -1.755 -0.431 -0.05 0.09 0.08
H -1.655 4.038 -2.518 0.01 -0.08 0.06
H 4.042 -0.576 0.066 -0.06 -0.15 -0.08
H -2.407 2.465 -2.139 0.18 0.19 -0.01
H -2.811 4.440 0.998 -0.01 0.01 -0.20
H -6.682 1.311 0.086 0.04 -0.01 0.04
H -4.682 -0.432 -2.486 -0.08 0.09 0.03
H 5.258 2.560 -3.043 -0.05 -0.02 0.05
H 3.750 -4.429 1.352 -0.03 -0.02 -0.11
H -2.676 2.985 2.440 -0.07 -0.10 0.20
H -4.169 -3.182 -1.930 0.07 0.06 -0.01
H -3.249 2.888 4.117 -0.03 -0.04 -0.08
H -4.102 0.479 4.856 0.03 -0.08 -0.10
H -1.749 1.110 5.140 0.06 0.04 -0.12
H 3.055 -0.622 2.687 0.07 -0.01 0.18
H 4.712 -3.516 -3.545 -0.09 0.02 0.04
H -3.377 -0.928 4.043 -0.08 0.07 -0.02
H 3.099 -5.085 -4.641 -0.01 0.04 0.03
H -5.129 1.286 -2.445 -0.06 -0.11 0.01
H -1.010 -3.081 -4.821 -0.02 -0.06 0.07
H 6.140 -1.376 1.057 -0.02 0.00 0.03
H -0.849 1.814 3.787 0.01 -0.11 0.02
H 3.467 1.654 -4.507 -0.04 -0.01 0.09
H -6.053 -1.077 0.456 0.06 -0.02 -0.04
H 0.613 3.828 -0.396 -0.08 0.04 0.01
H 3.810 -1.710 -2.103 -0.07 -0.08 0.01
H 0.730 1.300 0.758 -0.25 0.10 -0.11
H -2.484 -2.623 -0.199 -0.07 0.12 0.12
H -5.391 1.464 1.290 -0.04 0.03 -0.06
H -5.372 2.473 -0.170 -0.09 -0.08 0.00
H -6.332 0.049 -2.008 0.13 0.01 -0.01
H -4.688 -0.016 3.256 0.09 0.01 0.08
H -0.294 4.554 0.955 0.02 -0.02 -0.12
H 0.789 0.854 2.964 -0.46 -0.28 0.26
H -3.662 3.519 -0.266 0.10 0.12 0.03
H 0.662 -4.725 -4.280 0.02 0.01 -0.01
H -3.440 -3.280 -4.310 0.01 0.03 0.02
H 4.981 -2.933 3.332 0.06 -0.02 -0.05
```
Forces are in eV/Å.

* net charge: +1
* HOMO level (alpha / beta): -11.55 / -11.58 eV
* E_LUMO (alpha / beta): -2.658 / -2.661 eV
* spin multiplicity: 2



Below is the ion C8H17BrN with charge +1, with properties calculated with ωB97M-V/def2-TZVPD.

Geometry as XYZ:
```
27
Properties=species:S:1:pos:R:3:forces:R:3
Br 4.127 -0.191 -0.259 -0.90 -0.32 0.38
N -0.441 -0.129 -0.237 -1.01 -9.29 -0.62
C 2.843 -0.227 1.238 0.89 0.30 2.21
C -1.864 -1.434 -1.777 -2.67 0.37 0.69
C 1.481 -1.045 1.096 3.99 0.17 -1.71
C -1.922 1.802 0.210 -0.77 -0.93 -1.08
C -0.585 1.178 -0.051 -0.87 7.57 1.12
C -1.691 -0.990 -0.349 0.43 0.76 0.87
C 0.824 -0.939 -0.257 -2.11 1.45 -1.15
C 0.639 1.965 0.070 0.14 -0.74 0.54
H -1.850 2.872 0.412 0.20 -0.06 -0.61
H -2.433 1.451 1.114 -0.06 -0.44 0.01
H 0.276 2.992 -0.114 1.18 -0.21 0.68
H -2.568 -2.326 -1.752 -0.09 1.70 -0.26
H 3.485 -0.546 2.165 -1.42 -0.07 -1.82
H -1.031 -1.954 -2.088 2.26 -0.26 -1.38
H -2.586 -0.428 -0.039 0.73 -0.14 -0.01
H -1.630 -1.879 0.278 0.60 0.16 0.35
H 1.710 -2.092 1.130 0.59 -0.65 0.22
H 1.467 -0.527 -1.070 -0.07 -0.18 0.75
H 0.921 -0.904 1.948 -1.71 0.83 1.68
H 2.728 0.854 1.491 -0.34 -0.89 -0.51
H -2.650 1.560 -0.683 1.07 0.77 1.54
H 1.150 1.677 1.110 -0.86 1.35 -1.79
H 1.349 1.624 -0.710 0.06 0.56 0.40
H 0.434 -1.891 -0.608 0.47 -0.14 0.16
H -2.180 -0.474 -2.269 0.27 -1.68 -0.65
```
Forces are in eV/Å.

* net charge: +1
* HOMO level (alpha / beta): -10.79 / -13.46 eV
* E_LUMO (alpha / beta): -2.553 / -8.232 eV
* spin multiplicity: 3



Per-record calculated total energy, Ha: -3646.4377 -2943.3277
Per-record F_max, eV/A: 3.32 9.36
Per-record energy relative to the best compared isomer or geometry (same formula, charge and spin), kJ/mol: 419.49 0.00